Record 1
{"formula": "C24H32N2O4", "method": "wB97M-V/def2-TZVPD", "species": ["C", "C", "O", "O", "C", "C", "C", "C", "C", "C", "C", "N", "C", "C", "C", "C", "C", "C", "C", "C", "C", "C", "N", "C", "C", "C", "O", "C", "C", "O", "H", "H", "H", "H", "H", "H", "H", "H", "H", "H", "H", "H", "H", "H", "H", "H", "H", "H", "H", "H", "H", "H", "H", "H", "H", "H", "H", "H", "H", "H", "H", "H"], "positions_angstrom": [[6.28701, -1.57787, 0.44850], [5.52134, -1.50737, -0.83758], [5.39544, -2.41402, -1.59849], [5.02826, -0.26169, -1.14175], [3.89804, 0.15068, -0.36661], [3.31753, 1.41748, -0.98745], [2.03884, 1.18644, -1.81181], [0.74792, 1.62587, -1.09012], [-0.44320, 0.72725, -1.42158], [-1.62123, 0.79398, -0.41864], [-1.82478, 2.21472, -0.06876], [-2.01457, 3.31514, 0.19488], [-2.97821, 0.31964, -1.02124], [-3.29893, -1.17150, -1.00373], [-2.58212, -2.07375, -1.98511], [-1.98029, -1.62679, -3.15302], [-1.35303, -2.51407, -4.01261], [-1.32452, -3.86602, -3.72770], [-1.94215, -4.32802, -2.57589], [-2.55974, -3.43782, -1.71942], [-1.23357, 0.10786, 0.92395], [-0.72558, -1.25386, 0.72533], [-0.30988, -2.31441, 0.58891], [-2.30358, 0.15613, 2.02235], [-1.72322, -0.12863, 3.40880], [-1.03243, 1.05336, 4.05053], [-1.88948, 2.18957, 4.00585], [-1.23205, 3.39159, 4.17000], [-0.49775, 3.88443, 2.95463], [-1.34678, 4.00505, 5.18264], [7.18889, -0.97457, 0.36528], [6.55324, -2.60985, 0.64974], [5.69524, -1.19235, 1.27602], [3.15094, -0.64733, -0.37620], [4.19356, 0.32391, 0.67093], [4.08732, 1.86416, -1.61354], [3.11629, 2.13339, -0.18983], [1.96212, 0.13526, -2.08715], [2.12441, 1.76169, -2.73256], [0.52205, 2.64787, -1.38776], [0.93141, 1.62883, -0.01273], [-0.84623, 1.03288, -2.38830], [-0.11847, -0.30664, -1.52342], [-3.76845, 0.85018, -0.49287], [-3.02062, 0.67039, -2.05224], [-4.36659, -1.26199, -1.22242], [-3.17301, -1.59294, -0.00914], [-2.00404, -0.57862, -3.41377], [-0.87888, -2.14836, -4.91296], [-0.82281, -4.54948, -4.39731], [-1.94168, -5.38056, -2.33093], [-3.02265, -3.81217, -0.81477], [-0.38279, 0.67750, 1.31450], [-3.08377, -0.57640, 1.84056], [-2.73426, 1.15672, 2.03426], [-0.99784, -0.94405, 3.36423], [-2.53444, -0.46057, 4.05570], [-0.80655, 0.80884, 5.09142], [-0.07207, 1.25846, 3.56438], [0.40962, 4.38278, 3.28358], [-0.23302, 3.06407, 2.29188], [-1.14420, 4.57554, 2.42052]], "forces_ev_per_angstrom": [[-0.1, -0.2, 0.2], [0.1, 0.2, 0.1], [0.0, -0.2, -0.2], [-0.2, -0.1, -0.1], [-0.1, 0.2, 0.1], [-0.1, -0.1, 0.0], [0.0, 0.4, 0.1], [0.3, -0.4, -0.1], [-0.2, 0.3, -0.1], [0.1, 0.1, 0.0], [-0.1, 0.0, -0.2], [0.0, 0.1, 0.0], [0.2, -0.1, 0.1], [-0.1, -0.1, -0.3], [0.1, 0.0, 0.1], [-0.1, 0.1, 0.0], [0.1, 0.0, -0.2], [0.0, -0.1, 0.0], [0.0, -0.1, 0.0], [0.0, -0.1, 0.1], [0.1, 0.2, 0.2], [-0.1, 0.1, 0.0], [0.1, -0.1, 0.0], [0.2, -0.1, 0.2], [-0.1, -0.1, -0.1], [0.1, -0.2, 0.1], [0.1, 0.0, 0.0], [-0.3, 0.0, -0.2], [0.4, -0.4, 0.3], [0.0, 0.2, 0.3], [0.0, 0.1, 0.0], [0.0, 0.0, 0.0], [0.0, 0.1, 0.0], [0.0, -0.1, 0.0], [0.1, 0.0, 0.0], [0.1, 0.0, 0.0], [0.0, 0.1, 0.0], [0.1, -0.1, -0.1], [-0.1, -0.1, -0.2], [-0.1, 0.1, 0.2], [0.0, 0.0, 0.1], [0.1, -0.1, -0.1], [-0.1, -0.1, 0.0], [-0.1, -0.1, 0.1], [0.0, 0.2, 0.0], [-0.1, 0.1, 0.1], [0.0, 0.0, 0.1], [0.0, 0.0, 0.0], [0.0, 0.1, 0.0], [0.0, -0.1, 0.0], [0.0, -0.1, 0.0], [0.0, 0.0, 0.1], [0.1, 0.0, -0.1], [-0.2, 0.1, -0.2], [-0.2, 0.0, -0.1], [0.0, -0.1, 0.0], [0.0, 0.0, 0.1], [0.0, 0.1, 0.0], [0.0, 0.1, -0.1], [0.0, 0.2, -0.1], [-0.1, 0.1, -0.1], [0.0, 0.0, -0.1]], "e_above_lowest_kcal_mol": 67.2, "smiles": "CC(=O)OCCCCC[C@@](C#N)(CCc1ccccc1)[C@H](C#N)CCCOC(C)=O", "gap_ev": 9.62, "e_tot_ha": -1344.17277}



Record 2
{"formula": "C24H32N6O4", "method": "wB97M-V/def2-TZVPD", "species": ["C", "O", "C", "C", "C", "C", "O", "C", "C", "C", "C", "N", "N", "N", "N", "C", "C", "C", "C", "C", "N", "C", "C", "N", "C", "O", "C", "C", "C", "C", "O", "C", "C", "C", "H", "H", "H", "H", "H", "H", "H", "H", "H", "H", "H", "H", "H", "H", "H", "H", "H", "H", "H", "H", "H", "H", "H", "H", "H", "H", "H", "H", "H", "H", "H", "H"], "positions_angstrom": [[-3.27296, -4.25349, 2.21821], [-2.79475, -4.67134, 0.96028], [-2.27024, -3.73245, 0.12695], [-1.87153, -4.17355, -1.13143], [-1.34442, -3.29075, -2.05258], [-1.19601, -1.94560, -1.73728], [-0.69097, -1.00287, -2.60309], [-0.35493, -1.40871, -3.90671], [-1.58218, -1.49545, -0.46854], [-1.35685, -0.04214, -0.11177], [-2.46884, 0.56503, 0.67246], [-3.54218, 0.01132, 1.18964], [-4.21592, 0.98251, 1.79194], [-3.62084, 2.09490, 1.67867], [-2.50584, 1.88770, 0.97898], [-1.58708, 2.93239, 0.63045], [-1.94629, 3.54146, -0.72711], [-0.92636, 4.58512, -1.19421], [0.39369, 3.93194, -1.59853], [-1.49895, 5.37324, -2.37077], [-0.10406, 0.21987, 0.61009], [1.08377, -0.05059, -0.17890], [2.30153, 0.51196, 0.55977], [2.40503, -0.10268, 1.85921], [3.34676, -0.95858, 2.32589], [3.26976, -1.43238, 3.45102], [4.51826, -1.31209, 1.50176], [5.63968, -1.95142, 1.97033], [6.48820, -2.14137, 0.86037], [5.82610, -1.61626, -0.20697], [4.63993, -1.11314, 0.16538], [1.20961, 0.11399, 2.64722], [-0.00264, -0.44247, 1.90046], [-2.10879, -2.38996, 0.44992], [-4.04358, -3.48341, 2.11917], [-3.70289, -5.14213, 2.67757], [-2.46203, -3.87733, 2.85041], [-1.99066, -5.21629, -1.37814], [-1.05397, -3.66647, -3.02042], [-1.21946, -1.82022, -4.43670], [-0.01681, -0.50735, -4.41679], [0.45555, -2.14470, -3.90343], [-1.27744, 0.51670, -1.05336], [-1.64928, 3.69416, 1.41103], [-0.58862, 2.49086, 0.61685], [-2.01537, 2.74829, -1.47570], [-2.93118, 4.00654, -0.64462], [-0.73767, 5.28046, -0.36888], [0.85620, 3.41536, -0.76176], [1.09153, 4.68573, -1.95513], [0.22970, 3.21379, -2.39940], [-0.78789, 6.12292, -2.70922], [-2.41854, 5.87862, -2.08597], [-1.71656, 4.70699, -3.20280], [0.98133, 0.43787, -1.14937], [1.23074, -1.13023, -0.34519], [3.20128, 0.35203, -0.02611], [2.16189, 1.59065, 0.70771], [5.81216, -2.23743, 2.98671], [7.45234, -2.60599, 0.85539], [6.08139, -1.54241, -1.24607], [1.33783, -0.39209, 3.60461], [1.08264, 1.18923, 2.81286], [-0.90744, -0.24249, 2.47768], [0.11289, -1.53296, 1.79260], [-2.42777, -2.01289, 1.40534]], "forces_ev_per_angstrom": [[-0.1, 0.1, 0.2], [0.1, -0.1, -0.2], [0.2, 0.1, -0.2], [-0.1, 0.0, 0.3], [0.1, 0.1, -0.2], [-0.1, 0.1, 0.2], [-0.1, 0.0, 0.4], [0.1, 0.0, -0.2], [0.1, 0.1, -0.4], [0.2, -0.1, -0.2], [-0.2, 0.8, 0.1], [0.5, -0.7, -0.5], [-0.9, 0.0, 0.5], [0.2, 1.3, 0.2], [-0.2, -1.5, 0.0], [0.2, 0.6, -0.4], [0.2, 0.2, 0.3], [-0.1, -0.2, -0.2], [-0.1, 0.2, 0.2], [0.1, 0.0, 0.3], [0.0, -0.1, 0.0], [0.3, 0.3, 0.0], [0.0, 0.0, -0.6], [-0.1, 0.1, 0.1], [-0.2, 0.2, 0.1], [0.2, -0.1, 0.0], [0.9, -0.7, 0.7], [-0.8, 0.4, -0.1], [-0.2, 0.2, -0.5], [0.7, -0.4, 0.2], [-0.3, 0.2, -0.2], [-0.3, -0.3, 0.3], [0.2, 0.1, 0.2], [-0.1, -0.4, 0.1], [0.0, 0.0, 0.0], [0.0, 0.1, 0.0], [0.0, 0.0, 0.0], [0.0, -0.1, 0.0], [0.0, 0.0, -0.1], [0.0, 0.0, 0.0], [0.0, -0.1, 0.0], [0.0, 0.0, 0.0], [0.0, -0.1, 0.2], [0.1, -0.1, 0.0], [-0.2, 0.1, 0.1], [0.0, 0.0, -0.1], [-0.1, -0.1, 0.0], [0.0, 0.0, 0.0], [0.1, -0.1, 0.1], [0.1, 0.0, 0.0], [0.0, -0.1, -0.1], [0.1, 0.1, -0.1], [-0.1, 0.1, 0.0], [0.0, -0.1, -0.1], [0.0, 0.0, 0.0], [0.0, 0.0, 0.0], [-0.1, 0.1, 0.1], [0.0, -0.1, -0.1], [-0.1, 0.0, 0.2], [0.2, -0.1, -0.1], [-0.1, 0.1, -0.1], [0.0, 0.1, -0.1], [0.0, 0.0, 0.0], [0.0, 0.0, 0.0], [0.0, 0.1, 0.0], [0.0, 0.0, 0.1]], "e_above_lowest_kcal_mol": 142.1, "smiles": "COc1ccc(OC)c([C@@H](c2nnnn2CCC(C)C)N2CCN(C(=O)c3ccco3)CC2)c1", "gap_ev": 8.46, "e_tot_ha": -1563.17425}